ORCA calculation (the ωB97M-V functional and the def2-TZVPD basis) on a 2-piece molecular cluster, C2H8N4 overall.

ΔE to the lowest compared entry with this formula, charge and spin   129.9 kcal/mol
LUMO energy (alpha / beta)   -0.438 / -0.421 hartree
Multiplicity   1
Kohn-Sham gap (alpha / beta)   6.2728 / 7.9693 eV
Total charge   +2
E_tot   -299.17747 hartree

XYZ file:
```
14
Properties=species:S:1:pos:R:3:forces:R:3:mulliken_charge:R:1
C 0.264 1.465 -0.013 -0.21 1.57 5.07 0.091
C -0.348 1.773 2.413 0.90 -0.65 -0.23 -0.059
N -0.140 1.527 1.196 -0.12 -0.31 -0.18 0.034
N -0.239 0.633 -0.948 0.17 0.59 -5.28 0.345
N -0.830 -0.457 -0.765 0.15 -0.16 2.11 -0.476
N 0.453 -2.635 -1.044 -0.86 -1.19 -1.26 -0.596
H 0.968 2.267 -0.192 0.37 -0.20 -1.17 0.385
H 0.231 1.263 3.194 0.05 -0.17 -0.36 0.295
H -1.056 2.491 2.789 -0.66 0.41 -0.39 0.316
H -0.058 1.180 -1.908 -0.77 -2.13 1.46 0.361
H -1.270 -0.958 -1.528 0.03 0.32 -0.96 0.370
H 1.047 -2.073 -1.654 0.55 -0.58 0.91 0.325
H 0.324 -3.598 -1.456 -0.38 1.53 -0.12 0.321
H 0.655 -2.877 -0.087 0.78 0.96 0.41 0.287
```
Positions in Å, forces in eV/Å.

***

ORCA calculation (the ωB97M-V functional and the def2-TZVPD basis) on C7H15ClLi2NO5 as an isolated structure.

ΔE to the lowest compared entry with this formula, charge and spin   193.6 kcal/mol
LUMO energy   0.094 hartree
Multiplicity   1
Kohn-Sham gap   5.9230 eV
Total charge   -1
E_tot   -1181.84622 hartree

XYZ file:
```
31
Properties=species:S:1:pos:R:3:forces:R:3:mulliken_charge:R:1
Li -1.065 2.485 -2.337 2.11 3.74 -5.83 0.845
Li -0.541 1.550 -0.387 -4.04 7.44 -1.36 1.287
Cl 0.381 2.851 -1.224 5.24 5.76 -1.27 -0.935
C -2.413 1.900 -0.499 -5.24 3.74 5.14 0.504
O -3.580 2.361 -0.468 -1.06 -0.54 -0.18 -0.873
O -1.678 1.898 0.530 -2.29 0.28 4.88 -0.792
O -1.848 1.671 -1.544 -2.40 -6.88 -3.31 -0.859
C -1.079 -2.376 -2.591 -0.02 -0.33 -0.59 -0.778
O -0.537 -2.026 -1.383 1.37 0.91 0.86 -0.340
C -1.420 -1.453 -0.467 -1.16 0.28 1.49 -0.717
C -0.640 -0.574 0.478 1.60 -1.64 1.39 -0.493
N 0.125 0.366 -0.309 7.88 -10.59 1.01 -0.065
C 1.509 0.724 0.177 0.79 -0.18 0.57 -1.024
C 1.587 1.252 1.638 -0.02 0.45 -3.05 -0.402
O 1.373 0.219 2.514 0.53 -2.12 1.95 -0.366
C 2.434 -0.767 2.705 -0.08 0.79 0.12 -0.843
H -0.345 -2.281 -3.391 0.27 0.10 0.04 0.220
H -1.883 -1.673 -2.810 -0.53 -0.58 -0.33 0.375
H -1.289 -3.440 -2.487 -1.00 -0.13 -0.69 0.258
H -1.946 -2.221 0.101 0.12 -0.41 0.27 0.428
H -2.247 -0.875 -0.878 0.26 0.25 -0.84 0.383
H 0.113 -1.168 0.995 0.04 -0.96 0.00 0.112
H -1.168 -0.189 1.350 -0.58 0.55 -0.79 0.341
H 0.368 -0.202 -1.108 -0.09 0.13 -0.50 0.170
H 1.887 1.447 -0.546 -0.03 0.01 0.49 0.525
H 2.260 -0.063 0.112 -0.29 -1.00 0.01 0.406
H 0.806 2.012 1.619 -0.34 -0.13 1.11 0.298
H 2.533 1.759 1.829 0.29 0.03 -0.12 0.396
H 2.239 -1.776 2.342 -0.80 0.13 -0.28 0.282
H 2.659 -0.873 3.766 -0.42 0.20 0.22 0.304
H 3.407 -0.537 2.271 -0.10 0.71 -0.42 0.352
```
Positions in Å, forces in eV/Å.

***

ORCA calculation (the ωB97M-V functional and the def2-TZVPD basis) on a single C5H7NO molecule.

ΔE to the lowest compared entry with this formula, charge and spin   23.6 kcal/mol
LUMO energy   0.027 hartree
Multiplicity   1
Kohn-Sham gap   10.8209 eV
Structure (SMILES)   C[C@H](C#N)CC=O
E_tot   -324.68689 hartree

XYZ file:
```
14
Properties=species:S:1:pos:R:3:forces:R:3:mulliken_charge:R:1
C 1.324 -1.204 -0.409 0.11 -0.04 -0.06 -1.433
C 0.115 -0.519 0.222 -0.05 -0.03 0.03 0.434
C -1.143 -0.968 -0.377 -1.21 -0.25 -0.58 0.171
N -2.188 -1.145 -0.840 1.08 -0.24 0.39 -0.440
C 0.157 1.022 0.052 -0.01 0.01 0.00 -0.606
C -1.152 1.568 0.586 -0.34 0.10 -0.29 -0.075
O -2.140 1.701 -0.094 0.63 0.30 0.39 -0.419
H 1.264 -2.290 -0.304 0.00 0.15 0.02 0.387
H 2.235 -0.852 0.079 -0.04 -0.05 -0.07 0.355
H 1.380 -0.966 -1.475 0.01 -0.02 0.13 0.346
H 0.059 -0.780 1.289 0.07 0.13 -0.16 0.255
H 1.017 1.416 0.605 -0.16 -0.02 -0.04 0.367
H 0.260 1.272 -1.011 -0.09 -0.09 0.23 0.337
H -1.187 1.746 1.678 -0.02 0.06 0.02 0.322
```
Positions in Å, forces in eV/Å.

***

ORCA calculation (the ωB97M-V functional and the def2-TZVPD basis) on an isolated ion of composition C5H13N2 and charge +2.

ΔE to the lowest compared entry with this formula, charge and spin   115.4 kcal/mol
LUMO energy (alpha / beta)   -0.408 / -0.503 hartree
Multiplicity   2
Kohn-Sham gap (alpha / beta)   8.2305 / 5.5149 eV
Total charge   +2
E_tot   -306.98236 hartree

XYZ file:
```
20
Properties=species:S:1:pos:R:3:forces:R:3:mulliken_charge:R:1
C 2.362 -0.839 0.175 1.15 0.91 0.24 -0.964
C 1.352 -0.700 1.341 0.10 -0.93 -0.38 -0.087
C 0.889 0.727 1.342 0.44 2.33 2.80 -0.844
C 0.183 1.172 0.084 -1.03 0.49 0.60 -0.438
N -1.950 -0.759 -1.942 -3.26 2.26 2.08 -0.194
C -1.933 0.191 -1.005 -2.47 -1.75 -3.98 -0.001
N -1.106 0.350 0.031 3.38 0.87 1.31 0.028
H 1.813 -0.621 -0.779 0.71 -0.47 0.55 0.213
H 2.940 -1.785 0.093 -0.75 0.51 0.14 0.350
H 3.170 -0.003 0.281 -1.34 -1.41 -0.19 0.306
H 1.733 -0.833 2.397 -0.28 -0.67 -1.43 0.314
H 0.418 -1.328 1.106 1.00 0.20 0.59 0.194
H 1.880 1.293 1.495 -1.73 -0.13 -0.44 0.413
H 0.270 0.948 2.342 0.97 -0.27 -2.32 0.356
H -0.119 2.313 0.196 0.05 -1.57 -0.16 0.364
H 0.769 1.147 -0.867 -0.77 -0.26 0.43 0.458
H -1.494 -1.659 -1.944 1.04 -0.23 0.14 0.325
H -2.920 -0.798 -2.426 2.12 0.24 0.24 0.377
H -2.774 0.927 -1.080 0.61 -0.32 -0.05 0.397
H -1.403 -0.051 0.939 0.04 0.21 -0.15 0.432
```
Positions in Å, forces in eV/Å.

***

ORCA calculation (the ωB97M-V functional and the def2-TZVPD basis) on a 6-piece molecular cluster, C41H66BrF3INO7P4S2 overall.

LUMO energy   -0.038 hartree
Multiplicity   1
Kohn-Sham gap   6.6404 eV
Structure (SMILES)   CCP(C)c1cc2c(c(P(C)CC)c1Br)Sc1c(c(C(F)(F)F)c(P(O)O)c(S)c1P(C)C)N2I.C1CCOC1.C1CCOC1.C1CCOC1.C1CCOC1.C1CCOC1
E_tot   -7515.87774 hartree

XYZ file:
```
126
Properties=species:S:1:pos:R:3:forces:R:3:mulliken_charge:R:1
C 3.944 -2.091 -3.332 -0.07 0.19 0.28 -0.679
C 3.070 -3.442 -3.049 1.20 0.12 0.18 -0.484
P 1.189 -3.053 -3.127 0.31 0.94 -0.49 0.008
C 0.257 -4.657 -3.496 0.31 -1.29 1.11 -0.829
C 0.779 -2.354 -1.393 -0.47 0.59 3.19 0.533
C 0.562 -0.770 -1.263 -0.14 -2.54 2.94 -0.873
C 0.275 -0.098 0.130 0.93 -4.34 -1.40 0.088
C 0.210 -1.064 1.350 0.24 -0.21 -2.82 0.504
C 0.390 -2.605 1.261 0.06 1.86 -2.04 -0.168
P 0.275 -3.782 2.771 -0.09 -0.51 -0.85 0.183
C 1.245 -3.076 4.246 0.13 0.87 0.36 -0.886
C -1.598 -3.905 3.185 -0.16 0.47 0.34 0.579
C -1.837 -5.256 4.039 -0.02 0.57 -0.40 -0.958
C 0.691 -3.282 -0.126 -0.56 4.88 0.77 -0.642
Br 0.965 -5.239 -0.164 -0.23 2.03 -0.29 -0.133
S -0.134 -0.228 2.992 -0.82 0.56 -2.30 -0.049
C -1.210 1.198 2.440 -1.56 1.90 -1.03 0.726
C -0.956 1.843 1.020 -2.37 1.38 1.82 -0.085
C -1.888 3.029 0.575 -0.58 -2.24 3.45 0.071
C -1.777 3.774 -0.820 0.92 0.63 -0.58 0.530
F -0.913 3.176 -1.761 -2.05 1.24 2.19 -0.236
F -1.213 5.071 -0.546 -1.64 -2.86 -1.09 -0.224
F -3.039 3.916 -1.494 3.10 -0.03 1.88 -0.176
C -3.010 3.522 1.578 2.39 -2.50 -0.70 0.044
P -4.188 4.979 1.236 -1.75 0.91 2.94 0.302
O -5.371 4.576 0.061 1.49 0.96 -0.04 -0.514
O -3.333 6.419 0.863 -0.86 -1.71 -1.55 -0.488
C -3.216 2.847 2.990 2.19 -1.51 -1.80 -0.050
S -4.513 3.484 4.152 0.26 -0.05 -0.87 -0.241
C -2.309 1.661 3.434 1.09 1.11 -3.84 -0.432
P -2.594 0.925 5.147 -0.62 0.80 0.70 0.292
C -2.947 -0.932 5.089 0.89 -1.06 -0.55 -0.830
C -1.001 1.251 6.137 1.44 -0.47 -0.78 -1.047
N 0.138 1.365 0.162 -1.65 -1.44 1.23 -0.393
I 1.927 2.330 0.525 0.07 0.06 0.08 0.088
H 3.253 -1.243 -3.670 0.91 -1.15 0.36 0.322
H 4.494 -1.714 -2.386 -0.94 -0.76 -1.66 0.171
H 4.718 -2.263 -4.174 -1.26 0.21 1.42 0.170
H 3.392 -4.189 -3.860 -0.98 0.91 1.16 0.407
H 3.388 -3.884 -2.041 -0.54 0.52 -1.37 0.312
H -0.756 -4.613 -2.962 1.40 -0.06 -0.83 0.128
H 0.868 -5.551 -3.087 -1.20 1.31 -0.65 0.288
H 0.115 -4.822 -4.615 0.23 0.63 1.47 0.384
H 0.634 -0.151 -2.227 -0.14 -1.01 1.72 0.290
H 1.725 -2.081 3.925 -0.78 -1.33 0.78 0.267
H 0.524 -2.944 5.124 1.08 0.12 -1.11 0.278
H 2.105 -3.764 4.589 -1.54 0.86 -0.82 0.356
H -1.970 -2.992 3.760 0.52 -1.28 -0.81 -0.640
H -2.169 -3.927 2.192 0.96 -0.01 1.34 0.327
H -2.559 -5.006 4.896 1.06 -0.65 -1.23 0.304
H -0.834 -5.634 4.458 -1.63 0.44 -0.54 0.306
H -2.289 -6.048 3.340 0.74 1.07 1.29 0.253
H -6.079 5.256 0.177 0.77 -0.90 0.08 0.338
H -3.797 6.845 0.107 0.63 -0.23 0.44 0.303
H -5.031 2.414 4.867 1.12 0.29 -0.90 0.200
H -3.449 -1.213 4.084 0.92 0.50 1.60 0.312
H -1.955 -1.510 5.208 -1.63 0.69 -0.33 0.023
H -3.648 -1.260 5.934 1.00 0.85 -1.15 0.402
H -0.050 0.988 5.532 -1.43 0.37 0.95 0.386
H -0.914 2.367 6.387 -0.42 -1.73 -0.20 0.249
H -0.971 0.588 7.068 -0.29 1.13 -1.13 0.352
C -4.650 -2.191 -2.869 -0.39 0.05 0.30 -0.683
C -3.654 -1.293 -3.561 0.19 0.23 -0.40 -0.177
C -2.393 -1.534 -2.752 0.10 0.14 0.23 0.050
O -2.466 -2.879 -2.264 -0.26 0.00 -0.08 -0.270
C -3.792 -3.379 -2.488 0.21 -0.32 -0.02 -0.577
H -5.503 -2.464 -3.493 0.06 -0.01 0.05 0.360
H -5.029 -1.699 -1.967 -0.02 -0.06 -0.05 0.285
H -3.505 -1.630 -4.592 -0.01 0.11 0.04 0.228
H -3.951 -0.243 -3.585 0.05 -0.15 -0.06 0.069
H -2.345 -0.868 -1.884 0.04 0.10 -0.04 -0.048
H -1.480 -1.405 -3.339 -0.01 -0.10 0.06 0.212
H -3.741 -4.111 -3.303 -0.10 -0.04 0.01 0.294
H -4.151 -3.884 -1.589 0.14 -0.01 0.00 0.307
C -2.935 3.295 10.628 -0.34 -0.07 0.33 -0.530
C -1.615 4.033 10.610 0.16 0.40 -0.20 -0.521
C -0.616 2.893 10.585 0.21 -0.26 0.13 -0.406
O -1.245 1.806 9.893 -0.14 0.25 0.09 -0.392
C -2.640 2.102 9.740 0.04 -0.16 -0.35 -0.242
H -3.777 3.891 10.274 0.06 -0.06 0.00 0.329
H -3.158 2.957 11.646 -0.03 0.03 -0.08 0.262
H -1.533 4.623 9.692 0.02 -0.01 0.08 0.257
H -1.475 4.704 11.460 0.01 -0.06 -0.06 0.332
H -0.376 2.552 11.597 0.06 0.08 0.02 0.265
H 0.314 3.162 10.078 -0.05 -0.12 -0.01 0.264
H -2.818 2.340 8.685 -0.12 -0.01 0.00 0.087
H -3.234 1.225 10.005 0.12 -0.02 -0.03 0.290
C -5.191 3.659 -5.976 -0.43 0.19 0.01 -0.533
C -3.909 3.828 -5.191 0.42 0.20 -0.09 -0.574
C -3.853 2.537 -4.399 -0.07 -0.21 0.33 -0.159
O -4.500 1.533 -5.194 -0.06 0.34 -0.14 -0.364
C -5.182 2.174 -6.280 0.11 -0.30 -0.17 -0.563
H -5.242 4.277 -6.874 0.00 -0.07 0.05 0.342
H -6.050 3.906 -5.342 0.04 -0.01 -0.08 0.262
H -3.058 3.882 -5.878 -0.03 0.02 0.08 0.295
H -3.894 4.717 -4.559 0.01 -0.09 -0.01 0.320
H -4.404 2.625 -3.457 0.09 0.07 0.04 0.189
H -2.830 2.226 -4.175 -0.08 -0.08 -0.01 0.211
H -4.624 1.961 -7.198 -0.08 0.04 -0.06 0.289
H -6.187 1.759 -6.379 0.09 -0.07 0.06 0.277
C 8.321 -0.643 -0.059 0.04 0.22 0.43 -0.537
C 8.424 -2.057 -0.583 0.32 -0.24 -0.27 -0.561
C 6.979 -2.379 -0.908 -0.36 -0.15 0.06 -0.412
O 6.350 -1.143 -1.276 0.46 0.03 0.25 -0.340
C 7.229 -0.061 -0.934 -0.16 0.15 -0.30 -0.525
H 9.256 -0.084 -0.118 -0.08 -0.02 -0.01 0.331
H 7.995 -0.657 0.986 0.04 0.04 -0.07 0.260
H 9.024 -2.071 -1.499 -0.03 -0.04 0.07 0.276
H 8.867 -2.758 0.126 -0.06 0.03 -0.06 0.334
H 6.453 -2.775 -0.033 0.05 -0.09 -0.01 0.292
H 6.883 -3.096 -1.727 -0.10 0.10 0.01 0.272
H 7.640 0.343 -1.866 0.04 0.08 0.05 0.277
H 6.663 0.727 -0.432 -0.07 -0.08 -0.08 0.270
C 4.946 0.836 -7.850 -0.44 0.19 0.02 -0.523
C 6.229 1.008 -7.066 0.42 0.20 -0.09 -0.520
C 6.304 -0.294 -6.295 -0.10 -0.23 0.29 -0.263
O 5.668 -1.293 -7.103 -0.01 0.32 -0.06 -0.404
C 4.974 -0.644 -8.177 0.11 -0.30 -0.16 -0.422
H 4.885 1.467 -8.738 0.00 -0.07 0.05 0.333
H 4.087 1.061 -7.209 0.04 -0.01 -0.08 0.257
H 7.077 1.084 -7.755 -0.03 0.02 0.07 0.261
H 6.234 1.888 -6.420 0.00 -0.08 -0.02 0.330
H 5.754 -0.228 -5.349 0.08 0.06 0.05 0.130
H 7.332 -0.595 -6.080 -0.08 -0.10 -0.03 0.296
H 5.531 -0.836 -9.100 -0.08 0.04 -0.06 0.265
H 3.973 -1.071 -8.279 0.09 -0.07 0.06 0.271
```
Positions in Å, forces in eV/Å.

***

ORCA calculation (the ωB97M-V functional and the def2-TZVPD basis) on C32H30AuF4N3O3 as an isolated structure.

ΔE to the lowest compared entry with this formula, charge and spin   0.0 kcal/mol
LUMO energy (alpha / beta)   -0.035 / -0.035 hartree
Multiplicity   1
Kohn-Sham gap (alpha / beta)   6.8945 / 6.8951 eV
E_tot   -2162.48084 hartree

XYZ file:
```
73
Properties=species:S:1:pos:R:3:forces:R:3:mulliken_charge:R:1
Au 0.703 -0.194 0.380 0.06 -0.03 0.07 1.268
C 2.226 3.437 -0.026 0.00 0.04 0.01 -0.873
C 1.159 3.477 1.060 -0.01 -0.02 -0.02 -0.843
N 0.078 2.492 0.914 0.04 0.03 0.01 1.141
C -1.038 2.991 0.110 0.03 -0.03 -0.02 -0.131
C -0.716 3.251 -1.354 0.01 0.02 0.01 -1.600
C -0.389 2.061 2.233 0.02 -0.01 -0.02 -2.030
C -1.336 0.870 2.237 -0.04 -0.02 -0.01 -0.229
N -0.709 -0.368 1.785 -0.04 0.07 0.06 0.069
C -1.247 -1.575 2.155 0.02 -0.02 -0.01 0.397
C -0.524 -2.774 1.990 -0.03 -0.05 0.05 -0.051
F 0.697 -2.750 1.423 0.01 0.02 -0.01 -0.364
C -0.999 -4.000 2.399 0.03 0.02 -0.01 0.315
F -0.231 -5.080 2.188 0.00 0.00 0.00 -0.344
C -2.218 -4.141 3.027 -0.05 -0.01 0.03 -0.616
C -2.944 -2.986 3.208 0.05 -0.02 -0.03 0.311
F -4.157 -3.050 3.778 -0.01 0.01 0.01 -0.379
C -2.498 -1.750 2.782 0.00 -0.01 -0.01 0.489
F -3.343 -0.716 2.976 0.00 0.00 -0.03 -0.490
H 2.996 4.178 0.201 0.00 -0.01 -0.01 0.459
H 1.837 3.653 -1.017 -0.01 0.02 0.00 0.254
H 2.702 2.460 -0.071 0.00 -0.03 0.01 -0.024
H 0.734 4.490 1.137 -0.01 0.00 0.00 0.325
H 1.653 3.279 2.013 0.00 0.02 0.00 0.506
H -1.448 3.906 0.572 -0.02 -0.01 0.00 0.393
H -1.828 2.242 0.146 0.00 -0.02 0.00 -0.225
H -0.117 4.150 -1.494 0.00 0.01 0.01 0.373
H -1.647 3.396 -1.906 0.00 -0.01 0.00 0.451
H -0.188 2.401 -1.787 -0.01 0.01 0.00 0.358
H -0.898 2.884 2.764 -0.02 0.01 -0.02 0.388
H 0.489 1.788 2.821 0.00 0.00 0.01 0.420
H -2.256 1.092 1.689 0.00 0.01 -0.01 0.392
H -1.632 0.736 3.279 0.01 -0.01 0.01 0.541
H -2.585 -5.103 3.351 0.00 0.00 0.00 0.508
O 4.640 0.367 3.113 0.00 0.00 0.01 -0.678
C 5.297 0.392 1.942 -0.01 0.00 0.00 0.376
C 6.679 0.584 1.981 0.00 0.00 0.00 -0.677
C 7.405 0.619 0.810 0.01 0.00 -0.01 -0.319
C 6.783 0.469 -0.431 0.01 0.00 0.01 -0.753
C 5.421 0.282 -0.477 -0.03 0.00 0.01 -0.384
C 4.662 0.240 0.699 0.03 0.01 0.03 0.198
C 3.214 0.054 0.612 -0.13 -0.05 -0.09 1.380
O 2.626 -0.055 -0.515 0.08 0.01 0.08 -0.858
O 2.485 0.016 1.665 0.03 0.00 -0.06 -1.103
H 3.692 0.217 2.927 0.01 0.00 0.00 0.439
H 7.154 0.699 2.946 0.00 0.00 0.00 0.450
H 8.477 0.767 0.859 0.00 0.00 0.00 0.382
H 7.363 0.499 -1.342 0.00 0.00 0.00 0.414
H 4.903 0.164 -1.419 0.00 0.00 0.00 0.452
N -0.201 -0.211 -1.343 -0.05 0.02 -0.10 -0.932
C -1.287 -0.719 -1.737 -0.02 0.01 0.14 -0.601
C -2.355 -1.378 -0.924 0.06 -0.01 -0.07 0.565
C -2.387 -2.764 -0.828 -0.03 -0.02 0.03 0.317
C -3.462 -3.390 -0.211 0.04 0.01 -0.01 -0.903
C -4.511 -2.635 0.295 0.00 0.01 0.04 -0.446
C -4.475 -1.251 0.204 0.00 -0.01 0.02 -1.154
C -3.397 -0.622 -0.402 0.00 0.02 -0.03 0.375
C -1.545 -0.643 -3.215 -0.06 0.02 0.02 0.492
C -0.498 -0.347 -4.089 0.00 0.02 -0.01 -0.292
C -0.733 -0.257 -5.449 0.00 0.00 -0.01 -0.729
C -2.012 -0.457 -5.954 0.01 0.01 0.00 -0.421
C -3.055 -0.756 -5.091 0.00 -0.01 0.02 -0.973
C -2.823 -0.855 -3.725 0.03 -0.01 -0.06 -0.186
H -1.581 -3.351 -1.252 0.00 0.00 0.01 0.531
H -3.482 -4.469 -0.130 0.01 0.00 0.00 0.441
H -5.348 -3.125 0.774 0.00 0.01 -0.01 0.436
H -5.285 -0.658 0.608 -0.01 0.00 0.01 0.442
H -3.380 0.457 -0.501 0.01 0.00 0.00 0.490
H 0.493 -0.193 -3.684 0.00 0.00 0.00 0.493
H 0.086 -0.034 -6.121 0.00 0.00 0.00 0.406
H -2.193 -0.386 -7.018 0.00 0.00 0.00 0.390
H -4.052 -0.917 -5.478 0.00 0.00 0.00 0.406
H -3.640 -1.098 -3.061 -0.01 0.00 0.01 0.376
```
Positions in Å, forces in eV/Å.

***

- Which of these has the highest multiplicity?
  C5H13N2